78
Properties=species:S:1:pos:R:3 method="wB97M-V/def2-TZVPD" total_charge=+1 gap_ha=0.3256
C 1.601 -3.156 3.453
C 1.552 -2.025 4.570
B 1.271 -0.514 4.088
O 1.513 0.523 5.087
C 0.791 -0.047 2.578
C 2.077 -0.311 1.653
C 2.881 0.981 1.190
C 3.960 0.714 0.036
C 3.342 -0.050 -1.239
C 4.423 2.168 -0.524
C 0.343 1.468 2.743
N -0.424 2.086 1.613
P 0.095 3.778 1.278
O 0.920 3.895 -0.001
O 0.770 4.519 2.621
O -1.360 4.628 0.963
C -0.541 1.246 0.374
C -1.484 1.838 -0.761
C -1.278 1.119 -2.198
O -0.513 -0.091 -2.133
C -0.465 2.096 -3.190
F -0.144 1.418 -4.385
F -1.209 3.236 -3.481
F 0.765 2.502 -2.654
C -1.288 -0.100 0.892
C -0.434 -0.906 2.009
C -1.471 -1.419 3.102
C -2.796 -2.105 2.460
C -3.071 -3.507 3.231
I -4.602 -0.903 2.803
H 0.596 -3.334 2.935
H 1.810 -4.144 4.000
H 2.441 -3.057 2.697
H 2.486 -1.993 5.233
H 0.698 -2.306 5.289
H 0.846 0.460 5.796
H 2.829 -0.962 2.225
H 1.756 -0.922 0.755
H 2.245 1.853 0.843
H 3.477 1.363 2.092
H 4.872 0.189 0.465
H 3.972 0.064 -2.169
H 2.246 0.247 -1.407
H 3.308 -1.160 -0.945
H 5.543 2.196 -0.753
H 3.916 2.314 -1.542
H 4.076 3.021 0.133
H 1.267 2.057 3.072
H -0.343 1.503 3.662
H -1.408 2.203 1.944
H 1.056 5.431 2.391
H -1.022 5.485 0.609
H 0.461 1.030 -0.102
H -1.383 2.945 -0.965
H -2.563 1.599 -0.459
H -2.307 1.018 -2.657
H -1.158 -0.807 -2.338
H -1.547 -0.801 0.047
H -2.292 0.289 1.298
H -0.048 -1.836 1.462
H -1.805 -0.547 3.764
H -1.055 -2.232 3.794
H -2.649 -2.394 1.372
H -2.095 -4.083 3.181
H -3.809 -4.067 2.560
H -3.473 -3.359 4.276
C -2.990 -1.994 -7.665
C -2.161 -0.962 -6.908
C -1.216 -1.593 -5.882
C -2.004 -2.351 -4.858
N -2.620 -2.938 -4.054
H -3.646 -2.554 -6.994
H -3.626 -1.503 -8.404
H -2.346 -2.706 -8.190
H -2.837 -0.262 -6.408
H -1.572 -0.384 -7.625
H -0.636 -0.817 -5.376
H -0.516 -2.274 -6.372